(1)
The following is a quantum chemistry calculation of 2 unconnected molecules or ions with the total composition C11H10, from OMol25.

Its structure (SMILES) is Cc1cc2cc-2c1C.C1=CC=1. The energy relative to the best compared isomer or geometry (same formula, charge and spin) is 817.2 kJ/mol. The total charge is 0. As for the multiplicity: 1. As for the HOMO energy: -8.600 eV. The calculation puts the total energy at -11560.997 eV.

Atoms and positions in Å:
C (0.266, -1.423, -1.190)
C (1.508, -1.799, -1.554)
C (0.079, 1.977, -1.375)
C (-0.204, 2.869, -0.301)
C (-0.556, -0.857, -0.256)
C (1.092, 2.349, -0.574)
C (1.504, -0.671, 0.787)
C (-2.038, -0.742, -0.453)
C (1.887, -1.279, -0.370)
C (-0.506, 0.183, 2.099)
C (0.130, -0.424, 0.895)
H (2.132, 2.259, -0.370)
H (-2.518, -1.714, -0.330)
H (-2.467, -0.053, 0.269)
H (1.962, -2.297, -2.379)
H (2.215, -0.410, 1.554)
H (0.260, 0.535, 2.786)
H (-1.123, -0.556, 2.610)
H (-2.271, -0.380, -1.453)
H (-1.138, 1.028, 1.828)
H (-0.212, 1.405, -2.223)

=====

(2)
The following is a quantum chemistry calculation of 11 unconnected molecules or ions with the total composition C7H36NO10, from OMol25.

The energy relative to the best compared isomer or geometry (same formula, charge and spin) is 0.0 kJ/mol. The total charge is +1. As for the multiplicity: 1. As for the HOMO energy: -11.128 eV. The calculation puts the total energy at -29802.891 eV.

Atoms and positions in Å:
O (1.294, 0.331, -4.591)
O (0.620, 3.307, -2.642)
O (-2.220, -2.513, 2.381)
O (-1.091, -3.598, 0.032)
O (3.036, 0.334, -2.740)
O (-1.407, 1.925, -1.440)
O (-2.043, -2.048, -1.908)
O (-4.301, -0.157, 2.234)
O (2.803, 2.222, -0.845)
O (-4.245, 0.409, -1.270)
N (-0.035, -0.357, -1.873)
C (3.117, 1.302, 2.711)
C (0.469, 0.371, 3.859)
C (0.242, -1.200, 1.850)
C (0.522, -0.906, -0.615)
C (-0.365, -0.622, 0.575)
C (1.097, -0.192, 2.615)
C (2.302, 0.168, 2.159)
H (-0.461, -1.680, 2.527)
H (0.616, -0.156, -2.643)
H (1.617, -0.358, -5.195)
H (2.824, -0.557, 1.540)
H (-2.914, -1.887, 2.187)
H (4.087, 1.002, 3.110)
H (0.741, -1.943, -0.811)
H (-0.866, -0.955, -2.102)
H (-0.469, 0.471, 0.602)
H (-2.538, -2.967, 3.174)
H (-4.666, 0.603, 2.716)
H (-1.412, -0.904, 0.445)
H (-2.477, -2.168, -2.763)
H (2.760, 3.194, -0.835)
H (-0.586, 0.097, 3.907)
H (-0.997, 2.653, -1.941)
H (-5.115, 0.679, -1.570)
H (0.938, -1.985, 1.617)
H (-1.697, -2.886, -1.558)
H (-3.946, 0.029, 1.352)
H (-0.379, 0.622, -1.722)
H (0.591, 3.066, -3.589)
H (2.671, 1.817, 3.551)
H (3.784, -0.236, -2.625)
H (-1.523, -3.288, 0.846)
H (0.665, 1.417, 4.033)
H (3.082, 2.126, 1.997)
H (2.922, 1.104, -2.139)
H (1.507, -0.476, -0.430)
H (-1.701, 2.206, -0.562)
H (-1.114, -4.549, 0.217)
H (3.457, 2.007, -0.155)
H (-3.662, 0.996, -1.731)
H (2.041, 0.836, -4.232)
H (1.544, 3.389, -2.474)
H (0.881, -0.096, 4.764)

=====

(3)
The following is a quantum chemistry calculation of 5 unconnected molecules or ions with the total composition C55H100BF3IN6O14, from OMol25.

The total charge is +1. As for the multiplicity: 1. As for the HOMO energy: -9.638 eV. The calculation puts the total energy at -113164.840 eV.

Atoms and positions in Å:
I (-7.688, -2.820, -0.671)
F (-0.393, 0.323, -8.320)
F (-1.054, 0.903, -6.190)
F (-2.578, -0.125, -7.737)
O (4.890, 4.865, -9.200)
O (5.628, 8.618, 2.992)
O (-2.381, -4.272, 3.760)
O (-0.198, -1.635, -5.387)
O (-3.158, -6.448, 2.656)
O (2.834, -9.556, 1.532)
O (4.565, 1.463, -6.222)
O (-3.756, 1.502, 2.274)
O (2.891, 5.013, 3.229)
O (0.910, 0.401, 3.306)
O (-0.302, -7.449, 4.036)
O (-2.635, 5.771, 3.308)
O (-4.141, 3.276, -1.213)
O (-6.063, 2.092, -1.939)
N (2.787, -7.938, 4.037)
N (3.050, 7.936, 4.327)
N (3.637, 2.160, -9.125)
N (-2.058, 3.053, 4.393)
N (3.067, 0.252, 2.139)
N (-3.057, -4.241, 1.321)
C (4.343, 8.119, 4.991)
C (-4.597, 1.237, -4.462)
C (5.196, 9.149, 4.248)
C (-1.110, 3.920, 3.691)
C (-3.304, -6.942, 4.024)
C (5.070, 9.304, 1.881)
C (-2.936, -2.500, -1.283)
C (-4.316, -0.344, -4.676)
C (-2.862, -1.612, -2.583)
C (-1.222, -0.105, -7.195)
C (-3.669, 6.105, 4.221)
C (2.285, 6.798, 4.845)
C (1.913, -7.567, 5.153)
C (2.285, 0.042, 0.878)
C (3.035, -9.379, 3.945)
C (-1.611, -2.953, -0.556)
C (-5.643, -2.521, -1.292)
C (-5.944, -2.253, 2.717)
C (-0.721, -1.588, -6.733)
C (-3.727, 1.928, -3.292)
C (6.064, 4.492, -9.906)
C (-4.230, -1.192, -3.310)
C (3.689, 4.505, -9.888)
C (4.055, 5.419, 2.521)
C (-0.090, -2.667, -0.982)
C (-4.311, -3.009, -0.603)
C (2.926, 3.440, -9.097)
C (3.225, -8.509, 0.657)
C (-1.418, 5.395, 3.958)
C (0.351, -1.275, -0.248)
C (2.194, 0.484, 3.314)
C (-5.582, -1.639, -2.632)
C (-6.925, -1.134, -3.386)
C (2.868, 5.396, 4.602)
C (-0.215, -8.126, 2.789)
C (-4.664, 2.495, -2.079)
C (-4.098, 2.820, 1.864)
C (-5.624, -4.557, 1.410)
C (3.221, 1.470, -6.693)
C (1.570, -1.434, 0.796)
C (-4.344, -3.936, 0.705)
C (3.088, 1.168, -8.195)
C (-1.143, -2.191, -4.433)
C (-7.990, -0.632, -3.997)
C (5.241, 2.707, -6.345)
C (2.851, 0.925, 4.746)
C (-1.562, -1.049, -3.325)
C (-6.368, -3.611, 2.478)
C (0.454, -8.046, 5.088)
C (3.761, 1.602, 1.932)
C (-1.733, -3.810, 0.781)
C (3.734, -9.730, 2.630)
C (-4.558, -6.332, 4.834)
C (-1.968, 1.646, 3.991)
C (-2.370, 1.305, 2.547)
B (-2.850, -5.036, 2.622)
H (4.941, 5.462, 3.162)
H (-6.594, 2.716, -2.492)
H (2.201, 4.678, 5.097)
H (1.459, 0.868, 0.840)
H (4.176, 8.461, 6.017)
H (-4.279, 1.755, -5.460)
H (-3.989, 5.224, 4.785)
H (2.388, -2.179, 0.475)
H (3.990, 9.139, 1.825)
H (-5.603, -1.615, 1.825)
H (-0.951, 1.285, 4.177)
H (-5.931, -1.866, 3.799)
H (2.117, 6.938, 5.918)
H (-6.313, -4.964, 0.555)
H (2.705, 2.391, -6.399)
H (-4.391, 3.419, 2.729)
H (4.564, 3.561, -6.257)
H (3.851, 5.259, 5.066)
H (-4.766, -6.973, 5.788)
H (-0.071, -9.204, 2.908)
H (3.885, 6.384, 2.039)
H (4.657, -9.154, 2.503)
H (2.548, -8.511, -0.200)
H (4.005, -10.790, 2.651)
H (3.615, 0.229, -8.396)
H (6.926, 4.890, -9.367)
H (-2.327, -6.773, 4.610)
H (4.240, 4.688, 1.730)
H (-3.456, -8.093, 3.983)
H (2.811, 2.086, 4.859)
H (0.367, -9.138, 5.065)
H (3.147, -7.538, 1.155)
H (1.931, 3.310, -9.533)
H (3.220, 2.459, 2.510)
H (4.611, 2.317, -8.887)
H (-4.522, 6.475, 3.649)
H (-0.690, -0.733, -2.651)
H (1.905, -6.472, 5.190)
H (-1.755, -0.099, -3.979)
H (-3.343, 6.892, 4.908)
H (-2.932, 1.249, -2.818)
H (-1.156, 3.759, 2.609)
H (1.302, 6.840, 4.365)
H (0.131, -2.704, -2.103)
H (-7.267, -4.025, 3.081)
H (0.678, -0.499, -1.037)
H (-0.745, -4.105, 1.324)
H (-4.295, -5.279, 5.215)
H (5.283, 10.376, 1.936)
H (2.365, -7.909, 6.090)
H (2.097, -9.943, 3.988)
H (-1.153, -7.964, 2.251)
H (-0.094, 3.696, 4.032)
H (-3.002, 3.378, 4.210)
H (-1.528, -2.368, -6.977)
H (4.904, 7.180, 5.025)
H (0.177, -1.830, -7.438)
H (-5.462, -5.561, 1.989)
H (-8.642, -0.288, -4.894)
H (4.664, 10.100, 4.134)
H (3.666, -9.690, 4.783)
H (3.073, 5.409, -9.941)
H (5.978, 2.771, -5.540)
H (-0.569, -0.861, 0.310)
H (-0.033, -7.728, 6.019)
H (2.903, 0.134, -0.092)
H (-5.161, -0.725, -5.386)
H (-0.623, 6.004, 3.514)
H (0.586, -7.699, 2.182)
H (0.596, -3.484, -0.503)
H (3.205, 7.792, 3.335)
H (2.355, -7.622, 3.174)
H (6.099, 9.343, 4.835)
H (2.034, 0.995, -8.437)
H (-3.348, -0.414, -5.324)
H (-2.628, 1.087, 4.663)
H (3.883, 4.176, -10.915)
H (-1.439, -4.488, 3.980)
H (-3.289, 3.311, 1.316)
H (-1.439, 5.610, 5.032)
H (6.160, 3.403, -9.951)
H (-2.161, -2.494, -4.923)
H (3.721, 1.934, 0.814)
H (4.246, -8.663, 0.295)
H (2.715, 0.659, -6.155)
H (5.526, 8.906, 0.972)
H (2.811, 3.803, -8.070)
H (3.984, 0.650, 4.789)
H (-1.747, 1.812, 1.802)
H (-2.191, 0.231, 2.406)
H (4.872, 1.581, 2.224)
H (-4.966, 2.753, 1.204)
H (1.147, -1.677, 1.851)
H (-3.192, 2.858, -3.749)
H (-0.732, -3.153, -3.957)
H (2.266, 0.499, 5.642)
H (5.787, 2.748, -7.289)
H (-5.735, 1.396, -4.384)
H (6.062, 4.910, -10.917)
H (-5.542, -6.296, 4.241)

=====

(4)
The following is a quantum chemistry calculation of a molecular structure, C5H12N3S, from OMol25.

The energy relative to the best compared isomer or geometry (same formula, charge and spin) is 154.5 kJ/mol. The total charge is +1. As for the multiplicity: 1. As for the HOMO energy: -12.467 eV. The calculation puts the total energy at -20677.252 eV.

Atoms and positions in Å:
S (-0.192, -1.033, -2.370)
N (0.398, 1.136, 0.141)
N (0.175, 0.642, -2.527)
N (1.102, 3.203, 0.865)
C (0.651, 1.973, 1.066)
C (-0.390, -0.852, 1.892)
C (-0.398, -1.391, -0.654)
C (-0.245, -0.713, 0.454)
C (-0.847, -2.835, -0.590)
H (0.491, 1.686, 2.102)
H (1.284, 3.534, -0.071)
H (-0.745, -1.862, 2.102)
H (0.490, 1.281, -0.864)
H (1.294, 3.829, 1.629)
H (-1.800, -2.941, -1.107)
H (-0.613, 1.123, -2.955)
H (-0.957, -3.193, 0.427)
H (-1.126, -0.153, 2.287)
H (-0.114, -3.456, -1.102)
H (0.983, 0.740, -3.136)
H (0.560, -0.720, 2.410)

=====

(5)
The following is a quantum chemistry calculation of a single C4H7NO2 molecule, from OMol25.

Its structure (SMILES) is NC(=O)C[C@H]1CO1. The energy relative to the best compared isomer or geometry (same formula, charge and spin) is 132.0 kJ/mol. The total charge is 0. As for the multiplicity: 1. As for the HOMO energy: -10.043 eV. The calculation puts the total energy at -9845.912 eV.

Atoms and positions in Å:
O (0.102, 1.751, 0.936)
O (-1.409, -1.292, -1.343)
N (1.702, 0.510, 1.946)
C (-1.060, -0.605, -0.152)
C (-1.646, 0.111, -1.278)
C (0.708, 0.700, 1.034)
C (0.417, -0.494, 0.134)
H (-1.000, 0.729, -1.903)
H (-2.693, 0.405, -1.249)
H (0.796, -1.429, 0.565)
H (-1.696, -0.838, 0.705)
H (1.971, 1.290, 2.525)
H (0.941, -0.341, -0.818)
H (2.223, -0.348, 2.008)

=====

(6)
The following is a quantum chemistry calculation of a molecular structure, C5H11NO, from OMol25.

The energy relative to the best compared isomer or geometry (same formula, charge and spin) is 392.2 kJ/mol. The total charge is 0. As for the multiplicity: 1. As for the HOMO energy: -8.556 eV. The calculation puts the total energy at -8897.632 eV.

Atoms and positions in Å:
O (-0.893, 1.978, -0.329)
N (-1.606, -0.507, -0.385)
C (0.720, -0.224, -0.522)
C (1.156, -2.386, 0.852)
C (-0.510, -0.859, -0.980)
C (-0.545, 2.826, 0.716)
C (1.321, -1.719, -0.280)
H (-1.441, 0.895, -0.153)
H (0.640, 0.243, 0.450)
H (-0.258, 3.805, 0.316)
H (1.293, 0.268, -1.302)
H (1.709, -3.289, 1.064)
H (2.047, -2.029, -1.018)
H (-2.462, -0.920, -0.740)
H (0.347, -2.144, 1.528)
H (-0.479, -1.386, -1.936)
H (-1.368, 2.989, 1.427)
H (0.330, 2.459, 1.291)

=====

(7)
The following is a quantum chemistry calculation of a molecular structure, C5H10N2O, from OMol25.

The energy relative to the best compared isomer or geometry (same formula, charge and spin) is 920.6 kJ/mol. The total charge is 0. As for the multiplicity: 1. As for the HOMO energy: -9.214 eV. The calculation puts the total energy at -10365.763 eV.

Atoms and positions in Å:
O (3.092, 2.025, 0.068)
N (2.663, 0.676, 1.077)
N (-1.146, -0.971, -1.199)
C (-1.722, -0.206, -0.124)
C (-3.095, -0.554, 0.662)
C (0.090, -1.050, -1.396)
C (1.371, -0.542, -0.758)
C (1.398, 0.434, 0.286)
H (0.708, 1.258, 0.356)
H (3.879, 2.684, 0.739)
H (2.226, -1.117, -1.054)
H (-1.619, 0.600, -0.607)
H (-3.487, -1.747, 0.551)
H (-0.904, 0.072, 0.534)
H (-3.879, 0.403, 0.172)
H (3.388, -0.090, 1.010)
H (0.212, -1.606, -2.268)
H (-3.175, -0.269, 1.951)

=====

(8)
The following is a quantum chemistry calculation of a molecular structure, C9H26BBrNbO3, from OMol25.

The total charge is -1. As for the multiplicity: 1. As for the HOMO energy: -4.998 eV. The calculation puts the total energy at -88167.946 eV.

Atoms and positions in Å:
Nb (1.011, -4.092, -0.656)
Br (5.649, -1.320, -1.980)
O (-0.616, -3.118, -0.849)
O (-0.910, -1.130, 0.458)
O (-0.488, -0.951, -1.896)
C (-3.362, 3.109, 0.256)
C (-3.263, 4.510, 0.859)
C (4.770, -3.054, -1.687)
C (-0.950, 2.422, 0.853)
C (-2.436, 2.068, 0.886)
C (3.159, -4.363, -0.285)
C (4.167, -3.205, -0.306)
C (-3.616, 4.562, 2.341)
C (-0.402, 2.559, -0.562)
B (-0.662, -1.751, -0.769)
H (-4.395, 2.757, 0.346)
H (3.422, -5.099, -1.065)
H (0.669, 2.772, -0.557)
H (3.713, -2.256, 0.004)
H (0.386, -0.575, -1.986)
H (-3.926, 5.180, 0.304)
H (3.242, -4.875, 0.680)
H (-0.891, 3.368, -1.110)
H (-2.251, 4.900, 0.714)
H (1.303, -3.160, 0.975)
H (1.943, -3.087, -1.923)
H (-3.557, 5.578, 2.734)
H (-4.632, 4.196, 2.511)
H (3.990, -3.105, -2.447)
H (0.882, -5.515, -1.850)
H (-0.175, -1.275, 1.063)
H (0.802, -5.614, 0.371)
H (-0.406, 1.626, 1.366)
H (-0.762, 3.341, 1.418)
H (-0.561, 1.631, -1.115)
H (-2.739, 1.888, 1.921)
H (-3.160, 3.173, -0.817)
H (5.564, -3.768, -1.904)
H (-2.942, 3.940, 2.932)
H (-2.562, 1.113, 0.369)
H (4.989, -3.382, 0.405)

=====

(9)
The following is a quantum chemistry calculation of 2 unconnected molecules or ions with the total composition C2H6N2OS2, from OMol25.

The energy relative to the best compared isomer or geometry (same formula, charge and spin) is 309.9 kJ/mol. The total charge is 0. As for the multiplicity: 1. As for the HOMO energy: -9.082 eV. The calculation puts the total energy at -28865.958 eV.

Atoms and positions in Å:
S (2.835, 1.188, 0.874)
S (2.429, -1.475, -0.317)
O (-0.136, 0.056, 1.002)
N (-1.100, 0.650, -1.510)
N (-1.172, -0.530, -0.859)
C (2.724, 0.170, -0.478)
C (-0.729, -0.783, 0.354)
H (-0.563, 1.221, -0.915)
H (2.987, 0.359, 2.076)
H (2.549, -1.922, 0.924)
H (-2.032, 1.143, -1.531)
H (-1.686, -1.302, -1.365)
H (-0.929, -1.847, 0.671)

=====

(10)
The following is a quantum chemistry calculation of 3 unconnected molecules or ions with the total composition C16H33N4O4S2, from OMol25.

The total charge is +1. As for the multiplicity: 1. As for the HOMO energy: -9.447 eV. The calculation puts the total energy at -52931.672 eV.

Atoms and positions in Å:
S (1.624, 3.865, -2.818)
S (-3.088, 2.762, -1.833)
O (5.656, -2.731, 2.477)
O (5.343, -1.688, 3.296)
O (0.884, 4.463, -1.665)
O (-4.096, 2.290, -0.835)
N (1.310, -3.186, 0.116)
N (3.571, -2.434, -0.666)
N (2.181, -0.795, 0.183)
N (-4.069, -1.312, 1.611)
C (2.924, 5.027, -3.285)
C (-1.278, -3.109, -0.200)
C (-1.453, 2.539, -1.100)
C (2.734, 2.604, -2.153)
C (4.416, -1.807, 0.432)
C (3.526, -0.541, 0.858)
C (-5.021, -1.292, 2.721)
C (4.523, -2.941, 1.567)
C (2.204, -2.233, -0.077)
C (-3.070, 4.566, -1.773)
C (-2.838, -2.164, 1.809)
C (-4.431, -0.497, 0.447)
C (-2.693, -3.148, 0.551)
C (-6.211, -0.393, 2.290)
C (-5.803, 0.072, 0.855)
C (-0.007, -2.882, 0.748)
H (3.563, 4.572, -4.045)
H (-7.153, -0.103, 2.851)
H (4.013, 0.410, 0.450)
H (3.378, 2.229, -2.950)
H (3.428, -0.293, 1.981)
H (-2.261, 4.943, -2.401)
H (5.477, -1.503, 0.103)
H (4.603, -3.970, 1.071)
H (-3.498, -2.970, -0.259)
H (3.516, 5.296, -2.409)
H (-2.868, -4.229, 0.912)
H (3.722, -1.729, -1.413)
H (5.810, -0.891, 2.941)
H (-6.446, 0.744, 0.202)
H (1.576, -4.149, -0.156)
H (-2.935, 4.903, -0.743)
H (-3.059, -2.792, 2.750)
H (-1.419, 3.004, -0.114)
H (-1.328, -2.263, -0.987)
H (-0.146, -3.498, 1.717)
H (3.590, -2.922, 2.254)
H (2.456, 5.922, -3.695)
H (-0.698, 2.985, -1.753)
H (-1.964, -1.452, 1.979)
H (-0.051, -1.783, 1.098)
H (-1.261, 1.468, -1.003)
H (2.129, 1.784, -1.761)
H (3.338, 3.026, -1.348)
H (1.553, -0.442, 0.921)
H (-4.024, 4.933, -2.152)
H (-4.957, -1.815, 3.727)
H (-1.105, -4.075, -0.817)
H (-3.821, -0.376, -0.508)

=====

Results for Kohn-Sham gap: 0.34773, 0.31773, 0.19986, 0.34823, 0.39899, 0.33625, 0.32233, 0.28506, 0.33961, 0.19724 (in Eh, following the order of the records).